9
Properties=species:S:1:pos:R:3 method="wB97M-V/def2-TZVPD" orbital_gap_ev="6.2 / 6.3" de_lowest_kj_mol=524.0 total_charge=+1
C 1.102 -1.525 0.719
C -1.066 1.612 -0.837
N -0.972 0.385 -0.682
N 0.141 -1.654 0.018
N 2.144 -1.395 1.320
H -0.316 2.290 -0.433
H -1.888 2.074 -1.392
H -1.589 -0.356 -0.993
H 2.444 -1.430 2.279


9
Properties=species:S:1:pos:R:3 method="wB97M-V/def2-TZVPD" orbital_gap_ev="6.1 / 6.7" de_lowest_kj_mol=329.1 total_charge=0
C 1.081 -0.332 0.511
N 1.563 0.067 -0.606
O 1.063 -1.000 1.459
O -0.810 1.214 0.530
P -2.119 0.574 0.940
H 2.423 -0.325 -0.987
H 1.062 0.796 -1.099
H -2.209 -0.600 0.129
H -1.783 -0.167 2.103


18
Properties=species:S:1:pos:R:3 method="wB97M-V/def2-TZVPD" orbital_gap_ev=6.1 smiles="C[C@@H](CC[O-])NC=O" de_lowest_kj_mol=352.7 total_charge=-1
C -0.344 -0.247 1.820
C 0.180 -0.180 0.261
C -0.738 0.486 -0.645
C -1.888 -0.653 -1.304
O -2.766 -0.012 -1.963
N 1.477 0.630 0.455
C 2.519 0.298 -0.351
O 3.540 0.952 -0.303
H 0.233 0.504 2.472
H -1.433 -0.077 1.811
H -0.140 -1.382 2.121
H 0.539 -1.178 -0.113
H -0.241 1.030 -1.502
H -1.485 1.169 -0.206
H -1.303 -1.259 -1.964
H -2.171 -1.124 -0.413
H 1.546 1.405 1.056
H 2.474 -0.361 -1.231


81
Properties=species:S:1:pos:R:3 method="wB97M-V/def2-TZVPD" orbital_gap_ev="5.8 / 5.7" multiplicity=2 de_lowest_kj_mol=211.4 s_squared=0.7570 total_charge=+1
Ir 0.543 1.621 -0.355
C -3.214 5.284 -1.508
N -2.862 3.863 -1.473
C -3.569 2.990 -2.413
C -1.903 3.377 -0.701
O -1.620 2.166 -0.656
C -1.127 4.358 0.168
O 0.103 3.783 0.595
C 0.326 3.724 1.994
C 0.014 2.332 2.517
O -0.340 1.450 1.708
N 0.144 2.098 3.812
C -0.167 0.778 4.362
C 0.598 3.097 4.777
H -4.233 5.371 -1.875
H -2.557 5.839 -2.181
H -3.181 5.731 -0.518
H -4.636 2.997 -2.192
H -3.189 1.979 -2.326
H -3.413 3.354 -3.429
H -1.750 4.631 1.023
H -0.899 5.258 -0.400
H -0.264 4.478 2.514
H 1.383 3.935 2.157
H -0.605 0.153 3.592
H -0.872 0.889 5.186
H 0.745 0.312 4.739
H 1.089 3.933 4.292
H 1.319 2.628 5.445
H -0.236 3.467 5.375
C 0.822 -6.337 -1.342
C 0.816 -5.339 -2.511
C -0.335 -5.682 -3.469
C 2.137 -5.465 -3.266
C 0.600 -3.931 -1.961
C 1.502 -2.904 -2.174
C 1.247 -1.660 -1.631
Br 2.460 -0.268 -1.917
C 0.118 -1.375 -0.870
O -0.114 -0.181 -0.314
C -0.838 -2.407 -0.669
C -0.552 -3.643 -1.216
C -2.135 -2.160 0.122
C -2.993 -3.424 0.187
C -1.808 -1.744 1.567
C -2.967 -1.065 -0.570
H 1.018 -7.344 -1.720
H -0.135 -6.358 -0.818
H 1.602 -6.087 -0.620
H -0.171 -6.671 -3.903
H -0.392 -4.957 -4.284
H -1.299 -5.697 -2.957
H 2.255 -6.492 -3.612
H 2.993 -5.230 -2.629
H 2.165 -4.816 -4.145
H 2.402 -3.053 -2.753
H -1.263 -4.442 -1.065
H -2.480 -4.238 0.704
H -3.287 -3.767 -0.808
H -3.906 -3.202 0.742
H -1.201 -2.508 2.059
H -2.740 -1.634 2.130
H -1.278 -0.795 1.602
H -3.188 -1.348 -1.602
H -2.456 -0.106 -0.571
H -3.916 -0.943 -0.040
N 6.895 1.950 3.295
C 5.908 1.909 2.708
C 4.659 1.845 1.980
C 3.709 0.889 2.334
C 2.509 0.819 1.646
C 2.253 1.715 0.609
C 3.209 2.663 0.244
C 4.411 2.729 0.936
H 3.919 0.200 3.142
H 1.776 0.068 1.918
H 3.023 3.355 -0.566
H 5.159 3.461 0.661
S 1.978 3.880 -4.123
C 1.388 3.198 -2.833
N 0.897 2.718 -1.859


22
Properties=species:S:1:pos:R:3 method="wB97M-V/def2-TZVPD" orbital_gap_ev=10.0 smiles="CC1=N[C@H](C(C)C)CO1" de_lowest_kj_mol=145.0 total_charge=0
C -3.037 -1.108 0.083
C -1.924 -0.150 -0.185
N -0.740 -0.598 -0.548
C 0.133 0.512 -0.767
C 1.536 0.368 -0.067
C 1.390 -0.034 1.389
C 2.413 -0.632 -0.760
C -0.772 1.657 -0.251
O -2.091 1.139 0.028
H -3.669 -0.819 0.974
H -2.604 -2.062 0.431
H -3.687 -1.266 -0.898
H 0.365 0.666 -1.826
H 1.945 1.431 -0.189
H 0.791 0.694 2.017
H 0.866 -1.005 1.240
H 2.339 -0.221 1.883
H 3.442 -0.427 -0.405
H 2.375 -0.885 -1.879
H 2.197 -1.639 -0.331
H -0.765 2.581 -0.754
H -0.505 1.799 0.818


58
Properties=species:S:1:pos:R:3 method="wB97M-V/def2-TZVPD" orbital_gap_ev=6.4 total_charge=0
C 3.826 4.018 -0.880
N 3.330 3.954 0.481
C 4.336 4.011 1.524
C 2.046 3.571 0.765
C 1.755 2.880 1.967
C 0.479 2.419 2.233
C -0.612 2.832 1.423
C -1.992 2.600 1.753
C -2.511 2.205 2.964
C -3.907 1.933 3.103
N -5.061 1.729 3.155
C -1.769 2.180 4.177
N -1.196 2.178 5.205
C -0.312 3.516 0.215
C 0.979 3.848 -0.133
H 3.000 3.871 -1.579
H 4.291 4.996 -1.088
H 4.579 3.235 -1.063
H 3.848 4.188 2.488
H 4.907 3.072 1.599
H 5.039 4.830 1.341
H 2.562 2.690 2.667
H 0.318 1.753 3.078
H -2.707 2.803 0.956
H -1.137 3.793 -0.443
H 1.188 4.372 -1.072
C -0.204 1.242 -4.517
C -0.571 2.521 -4.062
C -1.570 2.656 -3.095
C -2.248 1.523 -2.620
C -3.397 1.761 -1.676
C -4.385 0.766 -1.578
N -5.468 0.852 -0.729
C -5.968 2.063 -0.334
C -7.125 2.146 0.421
C -7.865 1.013 0.717
C -7.376 -0.238 0.322
C -6.123 -0.332 -0.343
C -5.566 -1.569 -0.655
C -6.298 -2.738 -0.422
C -7.569 -2.668 0.179
C -8.086 -1.443 0.575
O -3.446 2.847 -1.037
C -1.847 0.243 -3.044
C -0.829 0.103 -3.995
H 0.583 1.134 -5.266
H -0.094 3.420 -4.462
H -1.856 3.647 -2.724
H -4.339 -0.086 -2.253
H -5.407 2.952 -0.597
H -7.418 3.137 0.751
H -8.806 1.071 1.260
H -4.568 -1.633 -1.083
H -5.870 -3.699 -0.698
H -8.146 -3.582 0.341
H -9.052 -1.374 1.079
H -2.354 -0.634 -2.640
H -0.538 -0.895 -4.334


86
Properties=species:S:1:pos:R:3 method="wB97M-V/def2-TZVPD" orbital_gap_ev=4.8 de_lowest_kj_mol=989.1 total_charge=+1
In 0.738 0.707 1.776
C 1.400 0.496 3.961
C 2.450 1.047 3.138
C 0.668 2.522 3.095
C 0.282 1.364 3.898
C 1.998 2.333 2.640
C 1.516 -0.732 4.808
H 2.212 -1.458 4.379
H 0.547 -1.221 4.944
H 1.893 -0.460 5.802
C -1.025 1.217 4.609
H -1.169 0.195 4.968
H -1.850 1.463 3.933
H -1.072 1.891 5.475
C -0.158 3.755 2.919
H -0.061 4.387 3.812
H -1.211 3.502 2.776
H 0.170 4.335 2.053
C 2.834 3.340 1.914
H 3.348 3.996 2.630
H 2.223 3.970 1.263
H 3.604 2.864 1.301
C 3.864 0.553 3.077
H 4.474 1.063 3.835
H 4.320 0.746 2.103
H 3.924 -0.521 3.272
C -0.204 -1.143 0.983
C 0.943 -1.490 1.712
C 2.251 -1.924 1.083
C 2.672 -0.982 -0.057
C 2.208 0.449 0.197
C 1.030 0.999 -0.361
C 0.062 0.189 -1.194
C -0.309 -1.162 -0.533
H 2.170 -2.964 0.728
H 2.269 -1.332 -1.013
H 3.025 -1.925 1.857
H 0.321 -1.968 -0.929
H -1.150 -1.195 1.512
H 0.778 -1.863 2.719
H -1.339 -1.414 -0.802
H -0.847 0.781 -1.318
H 1.010 2.071 -0.548
H 0.480 0.015 -2.198
H 3.763 -0.994 -0.162
H 3.014 1.148 0.402
P -0.478 -0.024 -5.503
P -0.129 2.707 -7.056
C -0.490 -0.087 -7.368
C -0.842 1.265 -8.001
H -1.235 -0.837 -7.661
H 0.487 -0.442 -7.725
H -0.435 1.313 -9.018
H -1.931 1.387 -8.081
C -0.949 4.101 -7.967
H -0.495 5.049 -7.661
H -2.011 4.143 -7.707
H -0.852 3.996 -9.055
C 1.536 2.776 -7.872
H 1.460 2.782 -8.966
H 2.130 1.911 -7.562
H 2.064 3.679 -7.549
C -1.928 -1.137 -5.181
H -1.992 -1.352 -4.109
H -1.853 -2.084 -5.729
H -2.851 -0.628 -5.477
C 0.888 -1.236 -5.169
H 1.853 -0.792 -5.432
H 0.759 -2.169 -5.733
H 0.910 -1.469 -4.099
O -2.277 -1.443 7.492
S -2.167 -2.776 6.733
O -0.794 -3.397 7.034
N -1.338 -1.860 5.505
C -1.665 -1.765 4.248
O -0.854 -0.915 3.350
C -2.843 -2.629 4.081
C -3.623 -2.967 2.973
C -4.710 -3.858 3.155
C -5.008 -4.397 4.421
C -4.227 -4.058 5.513
C -3.164 -3.190 5.332
H -3.404 -2.564 1.998
H -5.332 -4.144 2.322
H -5.836 -5.079 4.569
H -4.437 -4.465 6.500


21
Properties=species:S:1:pos:R:3 method="wB97M-V/def2-TZVPD" orbital_gap_ev=11.7 smiles=C[C@H]([NH3+])CCCO de_lowest_kj_mol=81.4 total_charge=+1
C 1.965 1.544 -0.784
C 0.784 0.604 -0.481
N -0.390 1.572 -0.113
C 1.054 -0.397 0.623
C -0.119 -1.284 1.122
C -1.130 -1.733 0.078
O -1.987 -0.642 -0.438
H 2.345 2.028 0.117
H 1.719 2.139 -1.658
H 2.847 0.934 -1.013
H 0.422 0.276 -1.457
H -1.294 1.062 -0.098
H -0.256 2.342 -0.765
H -0.173 1.910 0.826
H 1.492 0.141 1.462
H 1.844 -1.048 0.245
H -0.694 -0.827 1.920
H 0.274 -2.232 1.483
H -0.831 -2.299 -0.802
H -1.851 -2.377 0.586
H -2.873 -1.037 -0.528


| no. | energy (Eh) | strongest force on any atom (eV/A) |
| --- | --- | --- |
| 1 | -242.39982 | 3.72 |
| 2 | -586.99962 | 4.39 |
| 3 | -401.69248 | 5.10 |
| 4 | -4763.39363 | 2.50 |
| 5 | -404.47223 | 3.81 |
| 6 | -1413.67441 | 3.38 |
| 7 | -2760.27407 | 10.94 |
| 8 | -328.65523 | 1.88 |